(1)
C5H12NOS | ωB97M-V with the def2-TZVPD basis set

XYZ file:
```
20
Properties=species:S:1:pos:R:3:forces:R:3:lowdin_charge:R:1
O -3.570 -0.263 -0.512 -0.8 0.1 -1.0 -0.114
C -2.282 -0.558 0.001 -1.5 1.1 3.8 -0.313
C -1.154 -0.573 -0.959 2.2 -0.2 -0.5 -0.205
C -0.166 0.636 -0.825 -0.3 -1.5 2.2 -0.193
N 0.228 0.595 0.668 0.2 -1.4 -2.0 -0.090
C 1.448 -0.215 1.103 0.2 1.8 -3.6 -0.293
C 2.803 0.271 0.409 -0.7 -1.7 0.3 -0.733
S 3.836 -1.270 0.182 0.0 0.9 -0.1 0.020
H -3.641 0.664 -0.742 0.2 0.1 0.0 0.067
H -2.531 -1.510 0.569 1.0 0.8 -0.9 0.126
H -2.102 0.236 0.878 0.1 -1.8 -1.8 0.139
H -0.477 -1.426 -0.692 -0.7 0.4 -0.6 0.117
H -1.472 -0.635 -2.016 -0.1 -0.4 0.5 0.112
H 0.644 0.482 -1.547 0.2 0.1 0.4 0.096
H -0.683 1.547 -1.100 0.0 0.5 0.3 0.090
H 0.321 1.495 1.055 0.2 1.2 0.2 0.059
H 1.400 -1.288 0.908 -0.5 0.2 0.0 0.035
H 1.469 -0.004 2.116 0.3 0.0 2.2 0.060
H 2.636 0.819 -0.524 -0.3 -0.4 -0.1 0.013
H 3.292 1.000 1.028 0.4 0.3 0.7 0.005
```
Positions in Å, forces in eV/Å.

## Properties
LUMO energy = 0.1140 Ha
total charge = -1
2S+1 = 1
ΔE to the lowest compared entry with this formula, charge and spin = 2.535 eV
gap between HOMO and LUMO = 5.508 eV
highest occupied orbital energy = -2.40 eV
SMILES = OCCCNCC[S-]

---

(2)
C30H54AlBrN5OPSSi | ωB97M-V with the def2-TZVPD basis set

XYZ file:
```
95
Properties=species:S:1:pos:R:3:forces:R:3:lowdin_charge:R:1
Al -0.353 -0.354 0.025 -0.3 1.2 0.1 -0.380
C -3.625 0.342 -4.491 0.0 0.2 0.2 -0.048
C -3.757 1.321 -3.325 0.2 0.2 -0.7 -0.224
N -4.069 0.621 -2.098 0.3 -0.2 0.3 -0.107
C -5.475 0.273 -1.916 -0.6 -0.1 0.2 -0.181
C -6.164 1.342 -1.073 0.1 -0.1 -0.1 -0.051
C -3.198 0.342 -1.153 0.5 0.3 -0.2 -0.600
S -1.600 1.089 -1.232 0.4 0.0 0.0 0.805
N -3.636 -0.376 -0.129 -0.7 -0.2 0.4 0.140
C -2.963 -1.082 0.717 0.9 0.5 -0.9 -0.321
O -1.661 -1.287 0.580 -0.9 -1.3 0.8 -0.102
C -3.665 -1.664 1.842 -0.2 -0.4 0.7 -0.135
C -2.988 -2.376 2.839 0.0 0.2 -0.3 -0.015
C -3.688 -2.926 3.893 -0.1 -0.1 0.2 -0.056
C -5.067 -2.779 3.975 0.1 0.1 -0.1 -0.039
C -5.744 -2.058 3.000 -0.1 -0.1 0.1 -0.046
C -5.054 -1.503 1.942 0.3 0.0 0.0 0.002
H -3.482 0.894 -5.415 0.0 0.0 -0.1 0.086
H -4.516 -0.271 -4.593 -0.1 -0.1 -0.1 0.077
H -2.770 -0.315 -4.346 0.1 -0.1 0.0 0.078
H -4.568 2.025 -3.520 0.1 0.0 0.1 0.133
H -2.829 1.876 -3.200 -0.2 0.1 0.0 0.067
H -5.549 -0.703 -1.435 0.0 0.1 -0.2 0.119
H -5.936 0.219 -2.903 0.1 -0.1 0.1 0.125
H -5.695 1.412 -0.094 0.0 0.0 0.1 0.072
H -7.211 1.092 -0.939 -0.2 0.0 0.0 0.086
H -6.104 2.313 -1.557 0.0 0.1 0.0 0.080
H -1.915 -2.496 2.776 0.0 -0.1 -0.1 0.106
H -3.161 -3.481 4.653 0.1 -0.1 0.1 0.112
H -5.616 -3.228 4.789 0.0 0.0 0.1 0.117
H -6.815 -1.940 3.065 -0.1 0.0 0.0 0.116
H -5.573 -0.949 1.178 -0.1 0.0 -0.1 0.105
C 3.584 0.314 3.423 0.1 0.0 -0.1 -0.168
N 2.661 1.435 3.495 0.2 0.3 0.0 -0.151
C 1.918 1.375 4.747 0.0 0.2 0.1 -0.163
N 1.232 0.106 4.921 0.0 0.0 0.4 -0.148
C 2.194 -0.981 4.845 0.0 -0.1 0.1 -0.163
N 2.917 -0.969 3.584 0.4 -0.2 0.1 -0.148
C 2.075 -1.302 2.469 -0.2 -0.2 -0.4 -0.298
P 0.701 -0.031 2.232 0.9 0.2 0.3 1.030
C 1.791 1.492 2.350 -0.3 0.2 -0.4 -0.300
C 0.123 -0.065 4.030 -0.7 0.0 -0.3 -0.272
H 4.320 0.425 4.222 0.0 0.0 0.0 0.140
H 4.101 0.338 2.457 0.0 0.0 0.1 0.127
H 1.195 2.196 4.781 0.1 -0.1 0.0 0.138
H 2.625 1.500 5.570 0.0 0.0 0.0 0.140
H 1.681 -1.938 4.959 0.0 0.0 0.0 0.138
H 2.913 -0.867 5.657 0.0 0.0 0.0 0.141
H 1.610 -2.279 2.646 0.1 0.1 -0.1 0.108
H 2.691 -1.367 1.566 -0.2 0.0 0.0 0.067
H 1.164 2.390 2.417 0.0 -0.2 -0.1 0.107
H 2.399 1.561 1.438 -0.2 0.0 0.1 0.072
H -0.357 -1.029 4.227 -0.1 0.1 -0.1 0.093
H -0.608 0.731 4.203 0.0 -0.1 -0.1 0.108
C 6.944 1.146 -2.623 -0.4 0.4 -0.2 -0.063
C 5.557 0.569 -2.282 -0.4 0.0 -0.1 -0.614
C 5.462 0.339 -0.768 -0.2 0.3 -0.1 -0.096
C 5.419 -0.800 -2.962 -0.1 0.3 -0.1 -0.089
Si 4.222 1.830 -2.940 0.5 0.4 -0.3 1.224
Br 1.624 -0.444 -1.104 0.3 -0.2 -0.2 0.444
C 4.024 3.572 -2.067 0.0 -0.4 0.1 -0.607
C 4.663 3.617 -0.673 0.0 -0.3 -0.2 -0.091
C 2.544 3.955 -1.911 0.0 -0.3 -0.2 -0.080
C 4.743 4.622 -2.932 0.0 -0.5 -0.3 -0.067
C 3.426 1.573 -4.705 -0.1 0.0 0.3 -0.609
C 4.555 1.718 -5.743 0.2 0.0 0.5 -0.066
C 2.352 2.625 -5.014 0.2 0.0 0.3 -0.089
C 2.771 0.193 -4.860 0.2 0.0 0.3 -0.087
H 7.710 0.460 -2.266 0.0 -0.1 0.1 0.106
H 7.116 2.111 -2.152 0.1 0.1 0.1 0.076
H 7.072 1.262 -3.697 0.1 0.0 -0.2 0.084
H 6.163 -0.445 -0.490 0.1 -0.1 0.0 0.101
H 4.463 0.010 -0.494 -0.1 -0.1 0.2 0.024
H 5.720 1.223 -0.198 0.0 0.1 0.1 0.064
H 6.210 -1.454 -2.600 0.1 -0.1 0.1 0.101
H 5.531 -0.729 -4.039 0.0 -0.1 -0.2 0.072
H 4.465 -1.258 -2.720 -0.1 -0.2 -0.1 0.072
H 4.163 2.948 0.023 0.0 -0.1 0.1 0.070
H 4.576 4.628 -0.281 -0.1 0.1 0.0 0.100
H 5.721 3.379 -0.703 0.2 -0.1 0.1 0.074
H 1.971 3.151 -1.452 -0.2 -0.1 0.1 0.070
H 2.084 4.208 -2.859 -0.1 0.0 -0.1 0.068
H 2.469 4.830 -1.270 0.1 0.1 0.1 0.099
H 5.809 4.415 -2.988 0.2 0.1 0.0 0.087
H 4.616 5.602 -2.480 0.0 0.1 0.1 0.105
H 4.352 4.672 -3.944 -0.1 0.1 -0.2 0.070
H 5.031 2.694 -5.683 0.1 0.2 -0.1 0.086
H 4.136 1.611 -6.741 -0.1 0.0 -0.1 0.105
H 5.319 0.955 -5.624 0.2 -0.1 0.0 0.074
H 2.745 3.635 -4.975 0.0 0.2 0.0 0.070
H 1.507 2.539 -4.336 -0.1 0.1 0.1 0.082
H 1.982 2.466 -6.025 0.0 -0.1 -0.1 0.100
H 3.487 -0.616 -4.793 0.1 -0.2 0.0 0.066
H 2.305 0.137 -5.841 -0.1 0.1 -0.1 0.100
H 2.005 0.034 -4.108 -0.2 -0.1 0.1 0.045
```
Positions in Å, forces in eV/Å.

## Properties
LUMO energy = -0.2369 Ha
total charge = +2
2S+1 = 1
ΔE to the lowest compared entry with this formula, charge and spin = 0.385 eV
gap between HOMO and LUMO = 6.765 eV
highest occupied orbital energy = -13.21 eV

---

(3)
C2H4O2 | ωB97M-V with the def2-TZVPD basis set

XYZ file:
```
8
Properties=species:S:1:pos:R:3:forces:R:3:lowdin_charge:R:1
C -4.281 1.849 0.083 1.1 -0.6 -0.5 -0.139
O -3.175 1.349 -0.010 -1.5 0.7 0.3 -0.022
H -5.053 1.476 0.797 0.4 0.2 -0.2 0.081
H -4.585 2.678 -0.600 0.1 -0.2 0.4 0.080
C 4.285 -1.842 -0.051 -1.8 0.7 -0.8 -0.128
O 3.164 -1.422 -0.333 2.3 -0.9 0.7 -0.032
H 5.174 -1.168 -0.061 -0.4 -0.2 0.1 0.080
H 4.472 -2.919 0.174 -0.2 0.4 0.0 0.080
```
Positions in Å, forces in eV/Å.

## Properties
LUMO energy = 0.0296 Ha
2S+1 = 1
ΔE to the lowest compared entry with this formula, charge and spin = 2.512 eV
gap between HOMO and LUMO = 11.020 eV
highest occupied orbital energy = -10.21 eV
SMILES = C=O.C=O

---

(4)
C31H25AuN4O2 | ωB97M-V with the def2-TZVPD basis set

XYZ file:
```
63
Properties=species:S:1:pos:R:3:forces:R:3:lowdin_charge:R:1
Au 0.815 0.335 0.002 0.1 -0.1 0.2 1.132
C -3.760 1.310 0.757 -0.5 -0.7 -0.2 -0.027
O -2.993 2.505 0.545 0.4 0.8 0.1 0.068
C -1.735 2.137 0.413 -0.3 -1.0 0.2 -0.313
N -1.471 0.891 0.558 0.5 0.7 -0.2 0.081
C -2.684 0.223 0.996 0.1 -0.1 0.5 -0.201
C -3.266 -1.328 -1.091 0.2 0.0 -0.4 -0.291
C -2.594 -2.622 -1.619 0.0 0.0 0.5 -0.192
C -3.267 -3.206 -2.804 -1.1 0.1 -0.6 -0.006
C -4.589 -3.018 -3.015 1.6 -0.6 -0.4 -0.045
C -5.345 -2.129 -2.186 0.1 1.1 1.3 -0.034
C -4.745 -1.323 -1.283 -0.7 -0.6 -0.4 -0.009
C -0.651 3.106 0.263 0.2 0.9 0.0 -0.143
C -0.811 4.485 0.357 0.1 -0.3 -0.1 0.076
C 0.331 5.275 0.411 0.0 -0.1 0.0 0.030
C 1.584 4.677 0.394 0.0 -0.3 0.0 0.071
C 1.648 3.290 0.290 -0.3 0.9 0.1 -0.153
N 0.553 2.546 0.205 0.0 -0.1 0.1 0.058
C 2.885 2.512 0.356 0.3 -0.5 0.0 -0.302
N 2.913 1.253 0.104 -1.4 -0.3 -0.1 0.073
C 4.276 0.774 0.281 0.7 -0.4 0.0 -0.229
C 4.987 2.036 0.853 0.6 -0.7 0.2 -0.015
O 4.007 3.077 0.739 -0.7 0.7 -0.3 0.080
C 4.367 -0.449 1.155 0.1 -0.3 0.0 -0.207
C 5.313 -1.432 0.856 -0.3 0.3 0.0 -0.023
C 5.402 -2.576 1.626 -0.1 -0.1 0.3 -0.051
C 4.559 -2.745 2.718 -0.1 0.2 -0.1 -0.055
C 3.628 -1.760 3.035 0.1 -0.2 0.0 -0.072
C 3.533 -0.618 2.260 0.1 0.1 -0.3 -0.070
H -4.361 1.148 -0.140 0.1 0.1 0.2 0.107
H -4.415 1.460 1.614 0.1 0.0 -0.1 0.152
H -2.560 0.054 2.074 -0.1 0.1 -0.1 0.164
H -2.619 -3.402 -0.842 0.0 0.0 0.0 0.177
H -2.678 -3.858 -3.433 -0.1 -0.2 -0.1 0.123
H -5.105 -3.536 -3.807 0.1 -0.1 -0.2 0.118
H -6.417 -2.108 -2.300 -0.1 0.1 0.0 0.120
H -5.334 -0.645 -0.685 -0.2 0.1 0.1 0.111
H -1.801 4.912 0.406 -0.1 0.0 0.0 0.142
H 0.244 6.346 0.500 0.0 0.1 0.0 0.136
H 2.491 5.255 0.463 0.1 0.1 0.0 0.140
H 4.678 0.522 -0.707 -0.1 0.1 0.1 0.159
H 5.878 2.327 0.298 -0.2 0.0 0.0 0.147
H 5.238 1.935 1.913 -0.1 0.0 -0.1 0.148
H 5.977 -1.295 0.017 0.1 0.0 -0.2 0.120
H 6.121 -3.340 1.375 0.1 -0.1 0.0 0.117
H 4.631 -3.634 3.325 0.0 -0.1 0.1 0.114
H 2.983 -1.886 3.891 0.0 0.0 0.1 0.110
H 2.809 0.145 2.512 -0.1 0.1 0.1 0.102
C 0.842 -1.827 -0.230 -0.2 -0.2 0.5 -0.044
C -0.565 -1.950 -0.429 0.3 -0.2 -0.7 -0.247
C -1.148 -2.135 -1.818 -0.2 -0.1 0.3 -0.177
C -1.360 -0.757 -2.369 -0.5 0.3 -0.2 0.052
C -2.544 -0.284 -1.968 0.6 -1.1 0.1 -0.143
C -2.833 -1.202 0.391 0.0 -0.3 -0.4 -0.134
C -1.462 -1.772 0.599 0.1 0.7 0.3 0.080
C -3.052 0.990 -2.264 0.1 0.4 -0.2 -0.162
N -3.413 2.058 -2.470 -0.2 0.5 0.0 0.235
H 1.484 -2.122 -1.048 0.2 0.3 -0.2 0.096
H 1.211 -2.144 0.737 0.2 0.2 0.3 0.083
H -0.522 -2.777 -2.435 0.0 0.0 0.0 0.165
H -0.626 -0.239 -2.962 0.1 0.2 -0.2 0.137
H -3.571 -1.723 1.009 0.1 -0.1 0.0 0.179
H -1.092 -1.740 1.613 0.2 -0.1 0.3 0.144
```
Positions in Å, forces in eV/Å.

## Properties
LUMO energy (spin up / spin down) = -0.3159 / -0.3146 Ha
total charge = +2
2S+1 = 1
ΔE to the lowest compared entry with this formula, charge and spin = 0.467 eV
gap between HOMO and LUMO (spin up / spin down) = 4.962 / 4.996 eV
highest occupied orbital energy (spin up / spin down) = -13.56 / -13.56 eV

---

(5)
C6H2Cl6Si | ωB97M-V with the def2-TZVPD basis set

XYZ file:
```
15
Properties=species:S:1:pos:R:3:forces:R:3:lowdin_charge:R:1
Cl 1.455 3.485 0.987 -0.1 -0.3 0.2 0.687
C 0.885 1.886 0.627 -0.1 0.6 -0.1 -0.661
C 0.338 1.086 1.613 0.3 0.1 -0.1 -0.079
C -0.154 -0.157 1.252 -0.2 0.7 1.1 -0.113
C -0.132 -0.586 -0.042 -0.2 -1.1 -1.0 -0.385
Si -1.089 -2.114 -0.528 -0.8 -0.6 -0.5 -0.392
Cl -2.726 -1.498 -1.786 1.3 -0.6 1.2 0.226
Cl -1.857 -3.115 1.202 0.6 0.8 -1.5 0.259
Cl 0.100 -3.398 -1.656 -0.8 0.0 0.9 0.268
C 0.479 0.194 -1.021 0.4 -0.5 -0.5 -0.645
Cl 0.797 -0.508 -2.610 -0.4 1.1 0.6 0.643
C 0.929 1.461 -0.700 -0.2 0.6 -0.9 -0.669
Cl 1.294 2.590 -1.988 0.2 -0.6 0.6 0.666
H 0.270 1.446 2.632 0.1 0.0 -0.1 0.116
H -0.589 -0.772 2.019 -0.2 -0.2 0.1 0.079
```
Positions in Å, forces in eV/Å.

## Properties
LUMO energy = -0.0075 Ha
2S+1 = 1
gap between HOMO and LUMO = 9.734 eV
highest occupied orbital energy = -9.94 eV
SMILES = Clc1ccc([Si](Cl)(Cl)Cl)c(Cl)c1Cl

---

(6)
C21H20F3N3O3 | ωB97M-V with the def2-TZVPD basis set

XYZ file:
```
50
Properties=species:S:1:pos:R:3:forces:R:3:lowdin_charge:R:1
C 2.796 -1.510 1.906 0.4 -0.2 0.2 -0.010
N 1.553 -0.866 1.598 -0.5 -0.2 -0.3 -0.198
C 0.402 -1.446 1.208 -0.2 0.3 0.1 -0.023
C -0.535 -0.446 1.051 0.2 -0.1 0.2 -0.155
C -1.920 -0.633 0.510 0.0 -0.1 0.0 -0.176
N -2.291 0.229 -0.611 -0.2 0.2 0.0 -0.045
C -1.226 0.555 -1.555 0.0 0.2 -0.1 -0.170
C -0.401 -0.648 -1.911 0.0 0.0 -0.1 -0.218
C -1.018 -1.833 -2.295 0.1 0.1 0.0 -0.022
C -0.271 -2.970 -2.542 0.3 -0.2 -0.1 0.012
C 1.106 -2.906 -2.422 0.0 0.0 0.1 -0.215
O 1.876 -4.081 -2.662 -0.5 0.9 -0.8 0.130
C 2.198 -4.747 -1.581 0.4 -1.0 1.7 -0.737
F 2.874 -5.843 -1.899 0.1 -0.1 -0.4 0.183
F 1.142 -5.138 -0.839 -0.3 0.1 -0.2 0.151
F 2.974 -4.055 -0.714 0.1 0.3 -0.1 0.135
C 1.747 -1.729 -2.079 0.1 -0.2 -0.2 0.003
C 0.984 -0.604 -1.822 -0.1 -0.1 -0.2 -0.023
C 0.169 0.739 1.377 0.1 -0.8 0.0 -0.216
C -0.294 2.121 1.360 -0.1 0.4 0.0 -0.175
C 0.599 3.145 1.038 -0.1 -0.1 0.0 -0.030
C 0.182 4.457 1.011 -0.2 0.1 0.1 0.012
C -1.140 4.783 1.294 0.0 0.0 0.1 -0.200
C -2.046 3.764 1.597 -0.1 0.1 -0.1 -0.189
C -1.615 2.447 1.644 0.2 0.2 0.0 0.048
O -3.373 4.019 1.853 0.3 -0.3 0.1 -0.027
C -3.775 5.313 1.469 0.1 0.6 -0.1 -0.152
C -2.741 6.344 1.918 -0.5 -0.2 0.2 -0.152
O -1.508 6.106 1.279 0.3 -0.3 -0.2 -0.027
N 1.428 0.449 1.693 0.3 0.8 0.2 0.144
H 3.558 -0.738 1.993 -0.1 -0.1 0.0 0.091
H 3.067 -2.212 1.118 0.0 0.0 0.0 0.074
H 2.727 -2.050 2.853 0.0 0.0 0.0 0.092
H 0.322 -2.505 1.062 0.0 -0.3 -0.1 0.135
H -2.001 -1.673 0.173 -0.1 0.1 0.2 0.109
H -2.669 -0.489 1.294 0.0 -0.1 -0.1 0.117
H -2.672 1.103 -0.264 0.0 -0.2 -0.1 0.090
H -0.557 1.345 -1.180 -0.1 -0.1 -0.1 0.110
H -1.720 0.938 -2.457 0.1 0.0 0.1 0.127
H -2.093 -1.862 -2.378 -0.2 0.0 0.0 0.123
H -0.742 -3.900 -2.819 0.0 -0.1 0.0 0.126
H 2.822 -1.700 -2.000 0.1 0.0 0.0 0.126
H 1.474 0.313 -1.530 0.0 0.1 0.1 0.121
H 1.625 2.891 0.824 0.1 0.0 0.0 0.108
H 0.864 5.259 0.776 0.1 0.1 0.0 0.121
H -2.329 1.695 1.938 -0.1 -0.1 0.0 0.125
H -4.743 5.490 1.940 0.1 0.0 -0.1 0.132
H -3.882 5.364 0.376 0.0 0.0 0.1 0.139
H -3.044 7.356 1.644 0.0 -0.1 0.1 0.132
H -2.617 6.279 3.008 0.0 0.0 -0.1 0.140
```
Positions in Å, forces in eV/Å.

## Properties
LUMO energy = 0.0266 Ha
2S+1 = 1
ΔE to the lowest compared entry with this formula, charge and spin = 1.288 eV
gap between HOMO and LUMO = 8.712 eV
highest occupied orbital energy = -7.99 eV
SMILES = Cn1cc(CNCc2ccc(OC(F)(F)F)cc2)c(-c2ccc3c(c2)OCCO3)n1

---

(7)
C2H7ClN2O2P | ωB97M-V with the def2-TZVPD basis set

XYZ file:
```
15
Properties=species:S:1:pos:R:3:forces:R:3:lowdin_charge:R:1
C 0.128 -1.276 -0.148 -3.0 2.3 0.3 -0.106
N 0.487 0.046 -0.551 0.9 2.8 0.1 -0.273
C -0.406 1.226 -0.302 0.2 -2.7 -1.0 -0.087
N 1.643 0.466 0.205 -0.9 -0.4 1.0 -0.203
P 3.043 -0.455 -0.065 0.7 -2.1 -1.0 -0.090
O 3.106 -0.983 -1.474 -0.4 0.8 1.4 -0.423
O 3.279 -1.351 1.109 -0.2 0.4 -0.2 -0.445
Cl 4.446 1.035 0.083 0.6 0.8 0.1 0.207
H 0.976 -1.748 0.104 2.9 -2.4 0.1 0.010
H -0.368 -1.174 0.794 -1.0 -0.3 1.2 0.070
H -0.530 -1.764 -0.830 -0.2 -0.5 -0.7 0.079
H 0.213 2.059 -0.301 1.0 1.4 0.3 0.054
H -0.985 1.303 -1.151 -1.7 0.3 -2.0 0.040
H -1.108 1.223 0.502 -0.2 -0.4 1.4 0.062
H 1.327 0.427 1.213 1.1 0.0 -1.0 0.106
```
Positions in Å, forces in eV/Å.

## Properties
LUMO energy = 0.1353 Ha
total charge = -1
2S+1 = 1
ΔE to the lowest compared entry with this formula, charge and spin = 0.019 eV
gap between HOMO and LUMO = 8.595 eV
highest occupied orbital energy = -4.91 eV
SMILES = CN(C)N[P@](=O)([O-])Cl